The following is a DFT calculation (wB97M-V/def2-TZVPD) of C30H26B2Cl2F9IrN9O6S as an isolated structure.

Structure (ORCA input):
```
! wB97M-V def2-TZVPD RIJCOSX def2/J DEFGRID3
* xyz 2 6
Ir -0.3828 0.5182 -0.2786
C -2.1388 -2.7108 1.9174
C -1.3184 -1.7940 1.0787
N -1.2620 -0.5161 1.2651
O -1.9112 0.0350 2.2696
B -1.8362 1.5186 2.5951
F -2.9443 2.1398 2.0279
F -1.8729 1.6119 3.9546
O -0.5741 2.2075 2.1940
N 0.0917 1.9910 1.0756
C 1.1926 2.6380 0.8740
C 1.6765 3.7300 1.7627
C 1.9978 2.1540 -0.2472
N 1.5057 1.1280 -0.8496
O 2.1559 0.5221 -1.8413
B 2.2930 -0.9711 -1.6605
F 2.8405 -1.2287 -0.4302
F 2.9746 -1.4446 -2.7371
O 0.9194 -1.6631 -1.7257
N 0.0802 -1.3594 -0.7343
C -0.5025 -2.2831 -0.0294
C -0.3334 -3.7318 -0.3071
C 3.3382 2.7142 -0.5669
H -2.7401 -2.1357 2.6150
H -1.5090 -3.4038 2.4768
H -2.7913 -3.3037 1.2743
H 0.9735 3.9001 2.5717
H 1.8069 4.6537 1.1978
H 2.6453 3.4613 2.1876
H 0.5538 -3.8906 -0.9138
H -1.1951 -4.1067 -0.8644
H -0.2556 -4.2983 0.6184
H 3.3552 3.7978 -0.4761
H 3.6403 2.4128 -1.5660
H 4.0682 2.3075 0.1383
N -2.7851 3.8267 -4.2129
C -1.5134 4.1693 -3.9831
N -1.1188 5.4193 -4.1936
N -0.6074 3.3073 -3.5499
C -0.6965 2.1430 -3.0796
N -0.6323 1.0653 -2.5968
H -3.4467 4.4797 -4.5969
H -3.0722 2.8720 -4.0976
H -1.7351 6.1126 -4.5816
H -0.1506 5.6560 -4.0595
F 2.9531 -2.8029 -6.5320
C 1.8990 -2.3345 -5.9392
C 1.0263 -3.2044 -5.2803
F 1.2872 -4.4944 -5.2354
C -0.0921 -2.7028 -4.6677
F -0.9204 -3.5179 -4.0423
C -0.3714 -1.3193 -4.6657
S -1.7316 -0.7278 -3.8396
C 0.5234 -0.4670 -5.3448
F 0.2640 0.8296 -5.3978
C 1.6406 -0.9588 -5.9679
F 2.4638 -0.1463 -6.5944
Cl -5.6233 0.8318 4.3710
C -6.0812 2.4766 4.2310
C -6.3395 3.1725 5.3984
C -6.5884 4.5341 5.3744
C -6.5125 5.2443 4.1827
C -6.2415 4.5700 3.0171
Cl -6.1361 5.4467 1.5339
C -6.0859 3.1611 2.9852
N -5.8674 2.5986 1.7488
C -6.1609 1.3587 1.2826
C -7.1856 0.6052 1.9002
C -7.4914 -0.6521 1.4557
C -6.7690 -1.1988 0.3939
C -5.8122 -0.4402 -0.2683
C -5.5162 0.8579 0.1134
C -4.5813 1.6601 -0.7552
C -3.0847 1.2736 -0.6747
O -2.7828 0.0589 -0.7901
O -2.2325 2.1846 -0.5707
H -6.3307 2.6338 6.3352
H -6.8282 5.0532 6.2917
H -6.6661 6.3135 4.1649
H -5.4087 3.2290 1.1005
H -7.7621 1.0586 2.6937
H -8.2934 -1.2112 1.9164
H -6.9930 -2.1995 0.0494
H -5.2890 -0.8578 -1.1176
H -4.6325 2.7336 -0.5884
H -4.8613 1.4552 -1.7909
*
```

Output
Expectation value of S² ... 8.83
HOMO-LUMO gap (spin up / spin down) ... 8.033 / 5.027 eV
E_HOMO (spin up / spin down) ... -0.475 / -0.503 Ha
M ... 1096.4 g/mol
ΔE to the lowest compared entry with this formula, charge and spin ... 28.2 kcal/mol

Partial atomic charges computed with the Mulliken method, in multiples of e: number 1, Ir, carries 1.21; number 2, C, carries -1.87; number 3, C, carries 0.34; number 4, N, carries 0.16; number 5, O, carries -0.62; number 6, B, carries 0.73; number 7, F, carries -0.08; number 8, F, carries -0.34; number 9, O, carries -0.55; number 10, N, carries 0.10; number 11, C, carries 0.38; number 12, C, carries -1.78; number 13, C, carries 0.73; number 14, N, carries 0.82; number 15, O, carries -0.77; number 16, B, carries 0.88; number 17, F, carries -0.35; number 18, F, carries -0.35; number 19, O, carries -0.34; number 20, N, carries 0.19; number 21, C, carries 0.69; number 22, C, carries -1.76; number 23, C, carries -1.88; number 24, H, carries 0.40; number 25, H, carries 0.41; number 26, H, carries 0.39; number 27, H, carries 0.40; number 28, H, carries 0.38; number 29, H, carries 0.38; number 30, H, carries 0.40; number 31, H, carries 0.31; number 32, H, carries 0.47; number 33, H, carries 0.46; number 34, H, carries 0.45; number 35, H, carries 0.35; number 36, N, carries -0.33; number 37, C, carries 0.62; number 38, N, carries -0.38; number 39, N, carries -0.68; number 40, C, carries 0.72; number 41, N, carries -0.34; number 42, H, carries 0.22; number 43, H, carries 0.16; number 44, H, carries 0.20; number 45, H, carries 0.24; number 46, F, carries -0.25; number 47, C, carries 0.53; number 48, C, carries 0.52; number 49, F, carries -0.27; number 50, C, carries 0.13; number 51, F, carries -0.39; number 52, C, carries 0.56; number 53, S, carries 0.09; number 54, C, carries -0.03; number 55, F, carries -0.32; number 56, C, carries 0.38; number 57, F, carries -0.29; number 58, Cl, carries -0.09; number 59, C, carries 0.93; number 60, C, carries -0.73; number 61, C, carries -0.51; number 62, C, carries -0.57; number 63, C, carries 0.49; number 64, Cl, carries -0.21; number 65, C, carries -0.40; number 66, N, carries 0.24; number 67, C, carries 0.54; number 68, C, carries -0.36; number 69, C, carries -0.70; number 70, C, carries -0.94; number 71, C, carries -0.31; number 72, C, carries 0.48; number 73, C, carries -1.93; number 74, C, carries 1.98; number 75, O, carries -0.70; number 76, O, carries -0.90; number 77, H, carries 0.47; number 78, H, carries 0.42; number 79, H, carries 0.46; number 80, H, carries -0.04; number 81, H, carries 0.66; number 82, H, carries 0.46; number 83, H, carries 0.46; number 84, H, carries 0.41; number 85, H, carries 0.47; number 86, H, carries 0.43


The following is a DFT calculation (wB97M-V/def2-TZVPD) of C30H26BCl2N4O5SeTi as an isolated structure.

Structure (ORCA input):
```
! wB97M-V def2-TZVPD RIJCOSX def2/J DEFGRID3
* xyz 1 1
Ti -0.0706 -0.0052 -1.0488
Cl 0.5812 1.7723 -3.3839
C 0.5217 3.2039 -2.3752
C 0.0606 4.3810 -2.9202
C -0.0100 5.5011 -2.1061
C 0.3550 5.4114 -0.7776
C 0.8026 4.2095 -0.2435
Cl 1.1783 4.1953 1.4474
C 0.9269 3.0756 -1.0440
N 1.3913 1.7839 -0.6170
C 2.5270 1.7204 0.3293
C 3.7385 2.1338 -0.2132
C 4.9121 2.0518 0.5115
C 4.8703 1.5342 1.7951
C 3.6619 1.1221 2.3262
C 2.4595 1.2030 1.6207
C 1.2212 0.8433 2.3992
C 0.1283 0.0013 1.7986
O -0.9335 -0.2044 2.2931
O 0.4766 -0.5604 0.5812
H -0.2361 4.4151 -3.9583
H -0.3573 6.4420 -2.5084
H 0.2960 6.2731 -0.1275
H 1.8558 1.3854 -1.4371
H 3.7559 2.5196 -1.2271
H 5.8468 2.3709 0.0721
H 5.7738 1.4431 2.3820
H 3.6403 0.7200 3.3315
H 0.7245 1.7413 2.7764
H 1.5320 0.2892 3.2881
B 3.6923 -2.3547 -0.9287
C 2.6129 -1.3578 -1.4699
N 1.7233 -0.6934 -1.8196
H 4.7436 -1.7832 -0.8557
H 3.2346 -2.6572 0.1516
H 3.6899 -3.2902 -1.7009
C -2.9592 -3.3774 -0.8664
N -1.5463 -3.6973 -0.9943
C -0.6447 -3.0752 -1.7660
Se -0.9641 -1.6258 -2.9383
N 0.5490 -3.6541 -1.5747
C 0.4400 -4.6539 -0.6238
C 1.3833 -5.5086 -0.0652
C 0.9115 -6.3965 0.8787
C -0.4405 -6.4310 1.2548
C -1.3738 -5.5786 0.7014
C -0.8995 -4.6842 -0.2530
H -3.2809 -2.8513 -1.7600
H -3.1149 -2.7503 0.0081
H -3.5126 -4.3088 -0.7724
H 1.3948 -3.3871 -2.0569
H 2.4254 -5.4640 -0.3472
H 1.6014 -7.0841 1.3483
H -0.7570 -7.1434 2.0041
H -2.4106 -5.6040 1.0046
O -1.9471 3.1311 0.8899
C -3.1962 2.6093 0.8825
C -4.2700 3.2045 1.5326
C -5.5058 2.5862 1.5261
C -5.6959 1.3584 0.8977
C -4.6277 0.7536 0.2699
C -3.3820 1.3854 0.2348
C -2.2747 0.7135 -0.4363
O -2.0108 -0.5040 -0.3147
O -1.4263 1.3707 -1.1862
H -1.9228 3.9411 1.4116
H -4.1262 4.1462 2.0489
H -6.3349 3.0647 2.0300
H -6.6668 0.8849 0.9061
H -4.7414 -0.2066 -0.2158
*
```

Output
HOMO-LUMO gap ... 7.547 eV
E_HOMO ... -0.422 Ha
M ... 731.1 g/mol
ΔE to the lowest compared entry with this formula, charge and spin ... 0.0 kcal/mol

Partial atomic charges computed with the natural (NBO) method, in multiples of e: number 1, Ti, carries 1.58; number 2, Cl, carries 0.09; number 3, C, carries 0.06; number 4, C, carries -0.24; number 5, C, carries -0.18; number 6, C, carries -0.21; number 7, C, carries -0.03; number 8, Cl, carries 0.04; number 9, C, carries 0.06; number 10, N, carries -0.69; number 11, C, carries 0.13; number 12, C, carries -0.18; number 13, C, carries -0.20; number 14, C, carries -0.18; number 15, C, carries -0.17; number 16, C, carries -0.03; number 17, C, carries -0.55; number 18, C, carries 0.81; number 19, O, carries -0.51; number 20, O, carries -0.73; number 21, H, carries 0.25; number 22, H, carries 0.24; number 23, H, carries 0.24; number 24, H, carries 0.45; number 25, H, carries 0.21; number 26, H, carries 0.23; number 27, H, carries 0.23; number 28, H, carries 0.22; number 29, H, carries 0.27; number 30, H, carries 0.27; number 31, B, carries -0.60; number 32, C, carries 0.53; number 33, N, carries -0.71; number 34, H, carries 0.06; number 35, H, carries 0.04; number 36, H, carries 0.02; number 37, C, carries -0.41; number 38, N, carries -0.32; number 39, C, carries 0.29; number 40, Se, carries 0.00; number 41, N, carries -0.52; number 42, C, carries 0.18; number 43, C, carries -0.22; number 44, C, carries -0.19; number 45, C, carries -0.19; number 46, C, carries -0.21; number 47, C, carries 0.09; number 48, H, carries 0.24; number 49, H, carries 0.24; number 50, H, carries 0.22; number 51, H, carries 0.47; number 52, H, carries 0.25; number 53, H, carries 0.23; number 54, H, carries 0.23; number 55, H, carries 0.23; number 56, O, carries -0.68; number 57, C, carries 0.44; number 58, C, carries -0.30; number 59, C, carries -0.14; number 60, C, carries -0.24; number 61, C, carries -0.11; number 62, C, carries -0.28; number 63, C, carries 0.81; number 64, O, carries -0.61; number 65, O, carries -0.69; number 66, H, carries 0.49; number 67, H, carries 0.22; number 68, H, carries 0.23; number 69, H, carries 0.23; number 70, H, carries 0.22


The following is a DFT calculation (wB97M-V/def2-TZVPD) of C30H26BrN2O4PPd as an isolated structure at a distorted geometry.

Structure (ORCA input):
```
! wB97M-V def2-TZVPD RIJCOSX def2/J DEFGRID3
* xyz 2 1
Pd 0.9440 -0.9554 0.7310
O -1.5095 -1.7597 -2.2168
C -1.4937 -1.8292 -1.0099
O -0.6875 -2.2558 -0.1740
C -2.7454 -1.1578 -0.3069
C -4.0014 -1.6993 -0.4368
C -5.0443 -1.1183 0.2816
C -4.8090 -0.0123 1.0762
C -3.5465 0.5469 1.1624
C -2.4866 -0.0262 0.4547
P -0.8067 0.6801 0.5297
C -0.7522 1.8179 1.9278
C -0.9675 3.1866 1.7758
C -0.9495 4.0013 2.8934
C -0.7093 3.4545 4.1461
C -0.4835 2.0923 4.2963
C -0.4940 1.2708 3.1876
C -0.5460 1.6558 -0.9633
C -1.5060 1.8228 -1.9605
C -1.2191 2.6404 -3.0403
C 0.0114 3.2798 -3.1275
C 0.9704 3.1041 -2.1356
C 0.7053 2.2811 -1.0600
H -4.1809 -2.5529 -1.0697
H -6.0357 -1.5381 0.2093
H -5.6218 0.4356 1.6302
H -3.3738 1.4310 1.7595
H -1.1702 3.5970 0.7975
H -1.1364 5.0607 2.7906
H -0.6959 4.0956 5.0114
H -0.3227 1.6766 5.2786
H -0.3409 0.1985 3.2735
H -2.4737 1.3472 -1.8844
H -1.9626 2.7904 -3.8093
H 0.2325 3.9008 -3.9819
H 1.9215 3.6127 -2.1966
H 1.4417 2.1315 -0.2744
Br -0.8022 -2.7346 3.0664
C 0.9957 -2.5124 3.6219
C 1.5215 -3.0479 4.7886
C 2.8511 -2.7840 5.0759
C 3.6190 -2.0036 4.2182
C 2.9818 -1.5004 3.0990
N 1.7256 -1.7614 2.8053
C 3.6858 -0.4595 2.1113
O 4.7761 -0.0917 2.4421
O 2.9328 -0.1651 1.1644
H 0.9030 -3.6415 5.4435
H 3.2905 -3.1767 5.9814
H 4.6592 -1.7925 4.4060
C 0.6124 -2.6093 -4.2256
C 1.5534 -1.4309 -3.9393
C 2.9376 -1.6747 -4.5580
C 0.9415 -0.1076 -4.4342
C 1.6540 -1.3039 -2.5170
N 1.6894 -1.1616 -1.3767
H 0.3350 -2.5942 -5.2765
H -0.3002 -2.5167 -3.6250
H 1.0837 -3.5602 -3.9894
H 2.8235 -1.8233 -5.6292
H 3.4067 -2.5604 -4.1350
H 3.5919 -0.8205 -4.3960
H 0.8578 -0.1472 -5.5175
H 1.5694 0.7397 -4.1645
H -0.0502 0.0332 -4.0074
*
```

Output
HOMO-LUMO gap (spin up / spin down) ... 4.766 / 4.606 eV
E_HOMO (spin up / spin down) ... -0.550 / -0.549 Ha
M ... 695.8 g/mol

Partial atomic charges computed with the natural (NBO) method, in multiples of e: number 1, Pd, carries 1.13; number 2, O, carries -0.57; number 3, C, carries 0.77; number 4, O, carries -0.68; number 5, C, carries 0.02; number 6, C, carries -0.22; number 7, C, carries -0.11; number 8, C, carries -0.21; number 9, C, carries -0.15; number 10, C, carries -0.45; number 11, P, carries 1.44; number 12, C, carries -0.42; number 13, C, carries -0.16; number 14, C, carries -0.19; number 15, C, carries -0.12; number 16, C, carries -0.14; number 17, C, carries -0.19; number 18, C, carries -0.45; number 19, C, carries -0.09; number 20, C, carries -0.20; number 21, C, carries -0.10; number 22, C, carries -0.21; number 23, C, carries -0.15; number 24, H, carries 0.25; number 25, H, carries 0.25; number 26, H, carries 0.25; number 27, H, carries 0.23; number 28, H, carries 0.24; number 29, H, carries 0.25; number 30, H, carries 0.25; number 31, H, carries 0.24; number 32, H, carries 0.22; number 33, H, carries 0.24; number 34, H, carries 0.25; number 35, H, carries 0.25; number 36, H, carries 0.25; number 37, H, carries 0.24; number 38, Br, carries 0.15; number 39, C, carries 0.14; number 40, C, carries -0.25; number 41, C, carries -0.09; number 42, C, carries -0.20; number 43, C, carries 0.10; number 44, N, carries -0.49; number 45, C, carries 0.77; number 46, O, carries -0.48; number 47, O, carries -0.60; number 48, H, carries 0.27; number 49, H, carries 0.26; number 50, H, carries 0.28; number 51, C, carries -0.61; number 52, C, carries -0.20; number 53, C, carries -0.58; number 54, C, carries -0.58; number 55, C, carries 0.59; number 56, N, carries -0.51; number 57, H, carries 0.23; number 58, H, carries 0.26; number 59, H, carries 0.23; number 60, H, carries 0.24; number 61, H, carries 0.23; number 62, H, carries 0.22; number 63, H, carries 0.24; number 64, H, carries 0.21; number 65, H, carries 0.22